Entry 1:
{
  "formula": "C9H18NORb",
  "method": "ωB97M-V/def2-TZVPD",
  "e_lumo_ev": -0.90,
  "homo_ev": -5.2,
  "molar_mass_g_mol": 241.72,
  "orbital_gap_ev": 4.4,
  "e_above_lowest_ev": 0.0618,
  "symbols": ["Rb", "O", "N", "C", "C", "C", "C", "C", "C", "C", "C", "C", "H", "H", "H", "H", "H", "H", "H", "H", "H", "H", "H", "H", "H", "H", "H", "H", "H", "H"],
  "positions_angstrom": [[3.745, 1.612, 1.142], [0.999, 1.971, -0.073], [0.622, 0.655, 0.187], [-1.089, -1.723, 0.160], [-1.073, -0.781, 1.336], [0.304, -1.712, -0.483], [-1.816, 1.312, 0.190], [-0.424, 1.365, 2.255], [0.802, -0.324, -0.919], [0.094, 0.087, -2.238], [2.295, -0.532, -1.173], [-0.641, 0.624, 0.909], [-0.432, -1.285, 2.075], [-1.541, 2.348, 0.000], [-1.690, -1.316, -0.667], [0.415, 0.899, 2.772], [2.740, -1.069, -0.329], [-2.022, 0.824, -0.762], [0.250, -2.318, -1.395], [2.494, -1.136, -2.064], [-0.884, -0.374, -2.356], [-2.057, -0.801, 1.817], [2.895, 0.357, -1.384], [-0.063, 1.169, -2.140], [-1.326, 1.457, 2.861], [-0.152, 2.405, 2.039], [1.026, -2.231, 0.158], [0.680, 0.001, -3.154], [-2.663, 1.228, 0.870], [-1.490, -2.714, 0.366]]
}



Entry 2:
{
  "formula": "C9H18NSSi",
  "method": "ωB97M-V/def2-TZVPD",
  "e_lumo_ev": [-2.69, -6.89],
  "homo_ev": [-8.3, -12.0],
  "charge": 1,
  "molar_mass_g_mol": 200.40,
  "spin_multiplicity": 3,
  "orbital_gap_ev": [5.6, 5.1],
  "s_squared": 2.006,
  "e_above_lowest_ev": 0.0000,
  "symbols": ["S", "Si", "N", "C", "C", "C", "C", "C", "C", "C", "C", "C", "H", "H", "H", "H", "H", "H", "H", "H", "H", "H", "H", "H", "H", "H", "H", "H", "H", "H"],
  "positions_angstrom": [[-3.686, 1.689, -0.935], [0.539, -1.325, 0.560], [0.978, 1.591, -0.277], [-2.864, 0.779, -2.093], [0.846, 2.940, 0.236], [2.418, -1.203, 0.278], [-2.372, 1.698, 0.150], [-1.379, 0.846, -0.325], [0.358, -2.212, 2.249], [-0.136, 0.572, 0.370], [-0.110, -2.482, -0.756], [-1.583, 0.503, -1.664], [1.542, 3.672, -0.219], [1.112, 2.800, 1.326], [1.290, -1.789, 2.825], [-0.253, 0.890, 1.420], [-0.934, -0.231, -2.109], [-0.230, 3.305, 0.215], [1.808, 1.027, -0.253], [0.385, -3.267, 2.013], [0.818, 1.692, -1.276], [2.669, -2.231, -0.122], [2.742, -0.542, -0.437], [-3.387, 0.669, -3.033], [-0.576, -3.383, -0.379], [-0.590, -1.890, 2.708], [3.018, -1.271, 1.118], [-0.755, -2.051, -1.517], [0.737, -2.824, -1.228], [-2.402, 2.027, 1.156]]
}



Entry 3:
{
  "formula": "C9H18O4SSi2",
  "method": "ωB97M-V/def2-TZVPD",
  "e_lumo_ev": 0.40,
  "homo_ev": -9.8,
  "molar_mass_g_mol": 278.48,
  "orbital_gap_ev": 10.2,
  "symbols": ["S", "Si", "Si", "O", "O", "O", "O", "C", "C", "C", "C", "C", "C", "C", "C", "C", "H", "H", "H", "H", "H", "H", "H", "H", "H", "H", "H", "H", "H", "H", "H", "H", "H", "H"],
  "positions_angstrom": [[-3.717, -0.224, 2.088], [-1.692, 0.363, 1.569], [-0.924, -2.331, 2.020], [4.126, 1.119, -0.708], [2.988, 1.742, -2.554], [1.919, 0.757, -0.829], [-0.645, -0.697, 2.338], [-2.782, 0.809, -0.972], [-2.814, -0.440, -3.092], [3.010, 1.257, -1.473], [-3.244, -1.507, -3.423], [-2.651, 0.914, -2.519], [-1.426, 0.478, -0.301], [2.401, 0.048, 0.319], [3.687, 0.773, 0.616], [4.720, -0.052, 1.344], [-3.286, 1.673, -0.534], [4.412, -0.235, 2.373], [4.875, -1.012, 0.848], [0.379, -2.921, 1.654], [-1.670, 1.291, -2.818], [5.682, 0.462, 1.350], [-1.953, -2.555, 0.993], [-3.408, -0.070, -0.805], [-4.323, 0.935, 2.429], [-0.704, 1.287, -0.467], [1.685, 0.101, 1.138], [-1.338, -2.989, 3.275], [3.503, 1.705, 1.160], [-1.535, 1.732, 2.097], [2.551, -0.998, 0.039], [-1.018, -0.435, -0.748], [-3.381, -2.557, -3.506], [-3.427, 1.578, -2.902]]
}